# 1
{
  "formula": "C26H31FO14S2",
  "method": "the ωB97M-V functional and the def2-TZVPD basis",
  "species": ["H", "C", "S", "H", "H", "C", "H", "C", "C", "H", "H", "H", "H", "O", "O", "H", "H", "H", "O", "H", "H", "C", "H", "O", "O", "H", "C", "O", "C", "H", "H", "H", "C", "H", "C", "C", "O", "O", "O", "C", "C", "H", "C", "H", "C", "C", "O", "H", "C", "O", "H", "F", "S", "H", "H", "C", "C", "H", "C", "H", "H", "H", "C", "C", "C", "H", "O", "O", "C", "C", "H", "C", "O", "C"],
  "xyz": [[4.4875, -1.8096, 0.0940], [3.5971, 0.2487, 0.3277], [5.2220, 1.3376, 3.8335], [2.9363, 0.1291, 5.0137], [-0.7988, 4.6561, -1.7629], [2.6003, -1.7272, -1.0786], [1.8497, 4.9190, -0.5189], [-0.7277, 2.5434, -0.7002], [-3.3451, 4.0317, -3.5963], [2.9654, -1.8173, 1.1963], [4.4371, 0.5375, -0.4141], [-3.6400, -7.2102, -0.7800], [2.6673, -0.9108, -1.8809], [5.2249, 0.3668, 2.4201], [3.6399, 1.9874, 3.8233], [1.9482, -2.7600, 3.9440], [2.6600, 0.8153, -0.0033], [0.7556, -1.8875, 0.3089], [-4.6651, 7.5155, -3.0865], [0.7436, -3.0678, -1.1095], [3.7469, 2.8873, 0.0942], [1.0384, -1.9940, -0.7982], [0.1292, -1.2018, -2.7867], [-4.2991, 2.2035, -4.7219], [-2.5078, 5.9543, -2.5173], [0.3861, 0.0380, 3.3819], [-5.6049, 5.6952, -4.2385], [6.3212, 2.3860, 3.9263], [3.4401, -1.3482, 0.2701], [-1.9523, -7.6127, 3.3396], [-6.4864, 6.2615, -4.5082], [1.1849, -2.1469, 2.3503], [-1.3659, -5.0648, 1.6485], [0.4186, 0.5296, -0.0818], [-5.5351, 4.3034, -4.6954], [-3.0116, -6.5893, -0.1557], [-1.1189, 2.5830, 0.4991], [-0.9032, 1.3517, -1.5051], [-1.5152, -6.7399, 3.2900], [-4.3388, 3.5007, -4.3123], [4.0266, 0.8424, 1.7534], [-2.4463, -4.0310, -1.8384], [-1.8137, -6.2557, 2.0532], [0.7988, -0.6841, 5.1073], [1.0568, -2.1805, 3.4906], [1.0904, -0.6285, 3.9883], [5.5032, 0.5049, 5.0782], [-1.0173, -1.3610, -1.3631], [0.0513, -1.0316, -1.6604], [-6.4148, 3.7909, -5.3653], [3.3146, -1.0953, 3.7088], [-0.2111, -2.8117, 3.7901], [4.4468, 2.6414, 1.2811], [1.1986, 0.9157, -1.7186], [3.0576, -2.6812, -1.5491], [-1.6988, -4.5567, 0.3142], [1.3509, 4.1593, -1.2071], [-5.1284, 2.0631, -5.2202], [-2.6591, -7.1091, 1.1700], [-0.7500, -4.4366, 2.2790], [1.9831, 1.4600, 2.3962], [2.0316, 3.5227, -1.8792], [2.6391, -0.1834, 3.9416], [-4.6130, 6.2252, -3.5198], [-0.0659, 3.9016, -1.2867], [-2.4706, 3.4605, -3.3137], [-1.2952, -3.4794, -0.0951], [-3.0347, -8.1991, 1.5652], [0.2471, 0.4997, -1.2210], [-2.5667, -5.3975, -0.5586], [-3.8335, 7.6581, -2.5935], [2.9300, 1.0530, 2.9096], [-2.8883, -4.9010, -1.7863], [-3.4039, 5.4307, -3.1599]],
  "forces_ev_per_a": [[-1.6399, 0.8327, 0.7347], [0.9859, -1.1686, 0.5865], [5.4816, 0.8619, 6.3970], [-0.3939, -0.2794, -2.0323], [0.7560, -0.5980, 2.4570], [-0.2748, -0.6436, 0.2861], [-1.0331, 0.1026, -2.1655], [-1.0436, -0.1434, 1.8732], [0.1888, 0.4065, 0.2328], [0.6370, 0.7392, -1.2966], [-1.4143, -0.4781, 1.2536], [0.0240, 0.0228, 0.0160], [0.2375, -1.0122, 1.2508], [-1.6182, 1.7856, 1.3278], [2.1798, -1.4680, -1.4605], [-1.8139, 0.7194, -0.4659], [1.2034, -0.9156, 0.7286], [0.4997, -0.0807, -1.6379], [0.6159, -1.2457, -0.1296], [0.6800, 1.7647, 0.6378], [0.4748, -0.8055, 1.1014], [-0.4960, 0.0138, -0.9799], [0.2102, 0.3951, 1.5129], [-0.5754, 1.3018, 0.1031], [-0.3318, 0.1731, -0.1383], [0.9860, -1.0232, 0.9425], [-0.1249, -0.2969, -0.1793], [-4.2278, -2.2022, -2.4482], [0.2805, 0.0990, -1.6965], [0.0856, 0.1152, 0.0471], [0.0410, -0.0158, 0.0081], [-0.3623, -0.4456, 1.6121], [0.0942, 0.3259, -0.3472], [-0.2672, -0.2231, -1.5796], [-0.6608, 0.5207, -0.1630], [-0.0074, -0.2498, 0.2363], [1.7771, -0.1186, -5.4067], [1.2901, 1.5507, 1.4114], [-0.5837, -0.0708, -1.2753], [0.5758, -1.3645, -0.1282], [-1.4927, 1.7546, -1.4888], [-0.1002, -0.1250, -0.0406], [0.5689, 0.0266, 1.2586], [0.1317, 0.4245, -1.9533], [0.0816, 1.3692, -0.5560], [0.6027, -1.8779, 0.8280], [-2.5384, 0.9998, -4.2822], [1.6546, 0.7138, -0.4731], [-0.8197, -0.0879, 1.1056], [0.4071, -0.1831, 0.1719], [-1.0599, 1.5175, 0.1565], [1.9526, 0.8272, -0.3447], [-0.2570, 0.6667, -1.1485], [-1.4171, -0.3951, 0.5741], [-0.7241, 1.5866, 0.8075], [0.3688, 0.2400, 0.6776], [-1.5435, -1.1798, -0.4446], [0.1302, -0.0329, 0.0555], [-0.4534, -0.3834, -0.4823], [-0.0721, -0.0133, 0.0155], [1.5376, -0.0701, 1.3107], [-0.6712, -0.1819, 2.3237], [-0.5606, -0.3407, -0.2388], [-0.5620, 1.2707, 0.1647], [1.1704, 0.1106, -0.0336], [-0.0338, -0.0406, -0.0406], [-0.4898, -0.3957, -0.1298], [0.2416, 0.3131, 0.1908], [1.0766, -1.1574, 0.3762], [-0.6003, -0.0352, -1.2210], [-0.1461, 0.0554, -0.0593], [0.0703, -1.7205, 0.4488], [0.6267, 0.0692, 1.1774], [0.4845, -0.6066, 0.0682]],
  "largest_force_ev_per_a": 8.47,
  "orbital_gap_ha": 0.255,
  "e_lumo_ha": -0.0686,
  "homo_energy_ev": -8.80,
  "total_energy_ev": -80506.1289
}


# 2
{
  "formula": "C26H31IrN7SbTe",
  "method": "the ωB97M-V functional and the def2-TZVPD basis",
  "species": ["H", "H", "C", "H", "H", "N", "Sb", "H", "H", "C", "H", "N", "C", "C", "C", "C", "H", "N", "H", "H", "H", "C", "C", "Ir", "H", "H", "N", "H", "C", "C", "C", "H", "H", "H", "C", "Te", "N", "C", "C", "N", "H", "H", "C", "H", "C", "H", "H", "H", "H", "C", "C", "C", "C", "H", "C", "C", "H", "C", "C", "C", "H", "C", "H", "H", "N", "H", "H"],
  "xyz": [[2.2366, -0.6476, 4.4292], [1.4978, 1.6484, 4.2747], [2.4516, -0.4466, 1.0287], [-1.3836, -5.2424, 0.1674], [5.7674, 1.9474, -4.4822], [0.8337, -0.4943, -2.7937], [-0.0670, -2.8105, 0.1653], [-1.2092, -2.3978, -4.4430], [-2.6804, -1.5751, 0.0937], [1.1319, -4.0029, -1.1788], [-2.3143, -4.0853, -0.7987], [1.7870, -0.0271, -0.1000], [2.5157, 0.3804, -1.2015], [2.6574, -0.7923, 3.4408], [-1.2892, 0.9638, 2.7391], [-1.7438, -4.2145, 0.1236], [-2.4058, -4.0428, 0.9754], [-0.3909, 0.2507, 2.0515], [0.6683, -4.0446, -2.1624], [4.1531, -3.0620, 4.7645], [-5.2271, -1.5584, 0.2263], [1.9739, -0.2636, 2.3452], [3.7290, 1.0899, -1.0904], [-0.3379, 0.7660, -0.1512], [1.2264, -5.0114, -0.7767], [1.4709, -1.8717, -4.2750], [-0.3319, -0.1223, -2.2484], [4.3978, -1.4328, 5.3921], [0.6458, -1.4419, -3.7337], [0.6528, 1.3214, 3.6949], [2.7648, 0.6616, -3.6182], [2.3514, 0.5035, -4.6087], [4.0231, -1.4108, -0.0632], [4.5466, 1.2435, -5.5555], [3.9642, 1.3355, -3.4838], [-0.1601, 3.2967, -0.2144], [-2.7083, 0.4384, -0.1848], [-1.2732, -0.8482, -2.8414], [-4.9421, 0.6397, -0.0881], [0.7935, 0.4761, 2.6538], [-1.1397, 2.3154, 4.4998], [-2.3093, -0.7168, -2.5773], [0.8543, -3.6840, 1.9079], [-3.5136, 2.3485, -0.3935], [2.0568, 0.1866, -2.5178], [1.8776, -3.3137, 1.9826], [5.3518, 2.0939, -2.0346], [4.1063, 1.2960, -0.0978], [-2.3242, 0.9606, 2.4411], [-0.6816, 1.6519, 3.7873], [4.3114, -1.7059, 2.0211], [4.4293, 1.5441, -2.1861], [4.6986, 1.8772, -4.6817], [4.3403, 2.8790, -4.9310], [-4.6139, -0.6866, 0.0716], [3.8364, -1.5020, 3.3151], [5.6100, -2.1666, 4.3335], [4.5406, -2.0700, 4.5192], [-3.7102, 1.2999, -0.2419], [-0.7066, -1.7027, -3.7930], [-5.9240, 1.0792, -0.0910], [3.6376, -1.2099, 0.9277], [0.3127, -3.3965, 2.8086], [5.2180, -2.2823, 1.8709], [-3.2701, -0.7604, 0.0079], [2.1220, -3.5549, -1.2711], [0.8608, -4.7697, 1.8139]],
  "forces_ev_per_a": [[-0.0498, 0.0191, -0.0043], [0.0548, -0.0809, -0.0089], [-0.0372, -0.0750, -0.0615], [0.0112, 0.0035, 0.0125], [0.0145, -0.0123, -0.0441], [0.1141, -0.2076, -0.0746], [-0.0942, -0.6030, -0.0053], [0.0135, -0.0100, 0.0305], [0.0677, 0.0333, 0.0017], [-0.0309, 0.1865, 0.0337], [0.0096, 0.0035, 0.0099], [-0.5743, 0.2802, -0.0065], [0.1511, 0.0233, -0.0821], [-0.0416, -0.0195, -0.0199], [0.1382, -0.0880, 0.1177], [0.1343, 0.0898, 0.0275], [0.0080, -0.0007, -0.0096], [-0.2333, 0.0138, 0.1558], [-0.0120, 0.0243, -0.0265], [0.0363, -0.0036, 0.0279], [0.0529, -0.0187, -0.0066], [0.1735, -0.1891, -0.1152], [-0.0989, -0.0471, 0.0767], [0.3686, 0.9431, -0.2636], [-0.0122, 0.0141, 0.0269], [0.0549, 0.0730, 0.0289], [-0.1798, 0.1161, 0.1079], [0.0311, -0.0160, 0.0184], [-0.1800, -0.1177, 0.0279], [-0.1307, 0.0356, -0.1087], [-0.0488, -0.0293, -0.0380], [-0.0452, 0.0057, 0.0200], [0.0056, 0.0353, -0.0335], [0.0407, 0.0109, -0.0165], [0.0612, -0.0026, 0.0168], [-0.0841, -0.9785, -0.0156], [0.2825, -0.0099, 0.0195], [0.0979, 0.0216, -0.0839], [0.0073, 0.0160, 0.0148], [0.1461, 0.2366, 0.2344], [0.0085, 0.0038, -0.0283], [0.0243, 0.0233, 0.0783], [-0.0792, 0.1705, -0.0323], [0.0900, -0.0206, 0.0083], [0.2074, 0.1936, 0.1121], [-0.0188, -0.0016, 0.0079], [-0.0030, -0.0095, 0.0160], [0.0019, -0.0208, 0.0361], [0.0250, 0.0158, -0.1005], [0.0062, 0.0324, 0.0940], [-0.0064, -0.0027, 0.0291], [-0.0171, -0.0171, -0.0700], [-0.1070, 0.0144, 0.0917], [0.0357, -0.0036, -0.0304], [-0.0503, 0.0857, 0.0064], [0.0351, 0.0248, 0.0432], [0.0107, 0.0004, 0.0344], [-0.1019, -0.0133, -0.0917], [-0.1286, -0.0144, -0.0523], [0.0489, -0.0009, -0.0949], [-0.0029, -0.0405, -0.0015], [-0.0163, 0.0157, -0.0237], [0.0078, 0.0038, -0.0007], [-0.0023, 0.0124, -0.0249], [-0.1573, -0.1222, 0.0427], [-0.0147, -0.0045, -0.0074], [-0.0183, -0.0010, -0.0260]],
  "de_lowest_kcal_mol": 10.7,
  "multiplicity": 5,
  "largest_force_ev_per_a": 1.05,
  "orbital_gap_ha": [0.244, 0.225],
  "e_lumo_ha": [0.0212, -0.0150],
  "homo_energy_ev": [-6.07, -6.53],
  "total_energy_ev": -54562.1538
}